one) This record from OMol25 describes a gas-phase ion, C3H4N3 (charge +1). The level of theory is wB97M-V/def2-TZVPD.

Summary:
Gap between HOMO and LUMO ... 8.053 eV
LUMO energy ... -7.34 eV
HOMO level ... -15.4 eV
SMILES ... C1#[N+]NC=NC1

Geometry as ORCA input:
```
! wB97M-V def2-TZVPD RIJCOSX def2/J DEFGRID3
* xyz 1 1
C -0.18878 1.40582 -0.00998
N -1.26200 0.84442 -0.06062
N -1.46629 -0.51146 -0.06479
C -0.20626 -1.12973 -0.02650
N 0.86005 -0.49473 -0.02711
C 1.16698 0.89088 0.00623
H -2.30200 -0.79561 0.38983
H -0.34218 -2.15590 -0.03458
H 1.86229 0.93580 -0.95073
H 1.87819 1.01051 0.77825
*
```

natural (NBO) atomic charge list, values in e, 4 entries: 0.554, -0.120, -0.392, 0.282



two) This record from OMol25 describes a gas-phase ion, C3H4N3 (charge +1). The level of theory is wB97M-V/def2-TZVPD.

Summary:
Gap between HOMO and LUMO ... 8.079 eV
LUMO energy ... -6.58 eV
HOMO level ... -14.7 eV
SMILES ... [H]/N=C/N=c1\c[nH+]1

Geometry as ORCA input:
```
! wB97M-V def2-TZVPD RIJCOSX def2/J DEFGRID3
* xyz 1 1
H -2.21003 -0.48515 1.74262
N -1.49354 -0.19191 1.08669
C -1.61981 -0.47649 -0.12344
N -0.68454 0.02322 -1.03190
C 0.47448 0.25234 -0.72017
C 1.69276 0.30212 0.04782
N 1.68956 0.81048 -1.15023
H -2.42251 -1.02878 -0.61688
H 2.38002 0.15052 0.86041
H 2.24173 1.31069 -1.84054
*
```

natural (NBO) atomic charge list, values in e, 4 entries: 0.386, -0.612, 0.248, -0.387



The least stable of them is one).



one) This record from OMol25 describes a molecular structure, C28H20Cl4IrN6O6S2. The level of theory is wB97M-V/def2-TZVPD.

Summary:
Gap between HOMO and LUMO (spin up / spin down) ... 7.953 / 6.076 eV
LUMO energy (spin up / spin down) ... -0.33 / -2.25 eV
HOMO level (spin up / spin down) ... -8.3 / -8.3 eV

Geometry as ORCA input:
```
! wB97M-V def2-TZVPD RIJCOSX def2/J DEFGRID3
* xyz 0 2
Ir 0.63989 0.71048 0.23544
N 6.54516 -1.54030 4.25845
C 5.24476 -1.07649 4.15666
C 4.17800 -1.85846 4.61393
C 2.87670 -1.42414 4.46343
C 2.63363 -0.19528 3.86177
C 3.68299 0.59804 3.41313
C 4.98081 0.15740 3.55366
S 0.99709 0.36204 3.63574
O 0.99451 1.79143 3.58256
O 0.13072 -0.35143 4.52177
N 0.60874 -0.10349 2.07630
C 0.44668 -1.40289 1.68156
N 0.64005 -2.50257 2.38326
C 0.48037 -3.63828 1.70634
C 0.15678 -3.70230 0.35707
C -0.03504 -2.49880 -0.29794
N 0.07598 -1.36192 0.36958
H 6.71540 -2.23657 4.96466
H 7.26882 -0.84324 4.20290
H 4.37990 -2.81293 5.08525
H 2.04368 -2.02161 4.80563
H 3.47954 1.56087 2.96523
H 5.79674 0.76835 3.18738
H 0.62816 -4.54876 2.27633
H 0.05249 -4.64548 -0.15559
H -0.29702 -2.42829 -1.34624
Cl 0.98465 6.11367 -4.54064
C 0.83609 4.63790 -3.67176
C 0.27581 3.51569 -4.27924
Cl -0.27086 3.59584 -5.90821
C 0.18032 2.33010 -3.56648
Cl -0.46894 0.91543 -4.29902
C 0.63640 2.22409 -2.24582
O 0.55857 1.02353 -1.66584
C 1.21898 3.35391 -1.65692
O 1.75296 3.40370 -0.38692
C 1.30426 4.54731 -2.36805
Cl 2.05546 5.89510 -1.60617
C 3.65587 2.84597 -6.00439
C 3.72905 2.44437 -4.55855
C 3.29879 1.18875 -4.13965
C 3.28472 0.85243 -2.79561
C 3.72204 1.78500 -1.86760
C 4.21781 3.02325 -2.26364
C 4.21266 3.34421 -3.60706
S 3.46562 1.49735 -0.15903
O 3.19690 0.08722 0.06930
O 4.50345 2.15734 0.56935
N 1.97840 2.16783 0.23224
C -0.81417 1.98778 0.71117
C -0.59739 3.17800 1.39985
C -1.69620 3.98513 1.62983
C -2.94706 3.58753 1.17727
C -3.04995 2.37393 0.52287
N -1.99786 1.58428 0.30083
H 3.30906 2.02404 -6.62840
H 4.63063 3.17126 -6.37051
H 2.96345 3.68148 -6.12958
H 2.93876 0.47666 -4.87205
H 2.90777 -0.10419 -2.46221
H 4.56150 3.72833 -1.51867
H 4.56390 4.31890 -3.92505
H 0.38212 3.43925 1.76413
H -1.57358 4.91600 2.16857
H -3.82380 4.19807 1.34229
H -4.00558 2.00860 0.16516
*
```

natural (NBO) atomic charge list, values in e, 4 entries: 1.296, -0.789, 0.204, -0.286



two) This record from OMol25 describes a molecular structure, C28H20Cl4IrN6O6S2. The level of theory is wB97M-V/def2-TZVPD.

Summary:
Gap between HOMO and LUMO (spin up / spin down) ... 6.834 / 6.128 eV
LUMO energy (spin up / spin down) ... -1.35 / -2.14 eV
HOMO level (spin up / spin down) ... -8.2 / -8.3 eV

Geometry as ORCA input:
```
! wB97M-V def2-TZVPD RIJCOSX def2/J DEFGRID3
* xyz 0 2
Ir -1.52178 -0.39518 -1.19859
N 2.86953 -2.32720 5.11543
C 1.92517 -1.59098 4.46580
C 0.81408 -1.07631 5.15076
C -0.14620 -0.35562 4.47072
C -0.00111 -0.13725 3.11417
C 1.06486 -0.67022 2.41077
C 2.02905 -1.38637 3.08293
S -1.15901 0.86534 2.21216
O -0.44169 1.93946 1.58194
O -2.28449 1.22748 3.02717
N -1.64757 -0.13588 0.98100
C -2.52655 -1.09879 1.25252
N -2.77772 -1.53412 2.48373
C -3.72973 -2.43391 2.61792
C -4.44348 -2.94688 1.54102
C -4.07175 -2.48735 0.28209
N -3.13213 -1.57876 0.13569
H 2.87668 -2.35925 6.11801
H 3.71136 -2.57804 4.62876
H 0.72143 -1.24367 6.21276
H -1.01320 0.05086 4.96742
H 1.12622 -0.52597 1.34420
H 2.87257 -1.79352 2.54928
H -3.92705 -2.75127 3.63366
H -5.23411 -3.66464 1.67110
H -4.54857 -2.84058 -0.62386
Cl 1.04619 -6.65527 -3.38266
C 0.20577 -5.17095 -3.29877
C -0.57027 -4.75367 -4.40045
Cl -0.64450 -5.73470 -5.79501
C -1.28041 -3.56990 -4.34212
Cl -2.23975 -3.06289 -5.66878
C -1.24278 -2.72875 -3.20143
O -1.90939 -1.66369 -3.11456
C -0.40478 -3.14894 -2.05751
O -0.35609 -2.41948 -1.03507
C 0.27564 -4.39027 -2.16166
Cl 1.19822 -4.89922 -0.81166
C 4.32517 4.17855 1.47829
C 3.59612 3.43561 0.40108
C 2.59113 2.53306 0.73572
C 1.91661 1.83723 -0.24715
C 2.23021 2.05758 -1.57148
C 3.21761 2.95365 -1.93508
C 3.90273 3.63543 -0.94245
S 1.31662 1.12978 -2.79001
O 1.79995 -0.21862 -2.81154
O 1.30284 1.85839 -4.03043
N -0.21107 1.06304 -2.16028
C -1.09528 2.06737 -2.23761
C -0.83120 3.40960 -2.55033
C -1.88517 4.29734 -2.54138
C -3.16937 3.85421 -2.23337
C -3.35129 2.51329 -1.93732
N -2.34861 1.65605 -1.94041
H 3.67259 4.32955 2.33418
H 4.66760 5.14426 1.11640
H 5.19608 3.61373 1.81172
H 2.31533 2.37904 1.76770
H 1.12039 1.15655 0.00094
H 3.43004 3.11193 -2.98006
H 4.68086 4.33573 -1.21228
H 0.17736 3.71060 -2.77652
H -1.71773 5.33829 -2.78073
H -4.00541 4.53427 -2.22203
H -4.32678 2.11083 -1.70440
*
```

natural (NBO) atomic charge list, values in e, 4 entries: 1.365, -0.791, 0.187, -0.284



The least stable of them is one).



one) This record from OMol25 describes 2 unconnected molecules or ions with the total composition CH3BF2O2. The level of theory is wB97M-V/def2-TZVPD.

Summary:
Gap between HOMO and LUMO ... 11.325 eV
LUMO energy ... 0.17 eV
HOMO level ... -11.2 eV

Geometry as ORCA input:
```
! wB97M-V def2-TZVPD RIJCOSX def2/J DEFGRID3
* xyz 0 1
B -0.28078 0.43697 0.64437
C 1.21671 0.02644 -1.98754
O -1.59022 0.09803 0.89607
O 0.66511 -0.05391 1.46349
F 0.45232 0.48490 -2.91424
F 0.66873 -1.16247 -1.70826
H -0.05204 1.19100 -0.23631
H -1.54499 -0.26317 1.75164
H 0.46517 -0.75779 2.09078
*
```

natural (NBO) atomic charge list, values in e, 4 entries: 0.929, 0.671, -0.872, -0.897



two) This record from OMol25 describes a single CH3BF2O2 molecule. The level of theory is wB97M-V/def2-TZVPD.

Summary:
Gap between HOMO and LUMO ... 10.567 eV
LUMO energy ... 0.03 eV
HOMO level ... -10.5 eV
SMILES ... OB(O)C(F)F

Geometry as ORCA input:
```
! wB97M-V def2-TZVPD RIJCOSX def2/J DEFGRID3
* xyz 0 1
O -1.47199 0.81280 -0.01644
B -0.47607 -0.08917 0.05626
O -0.44663 -1.33586 -0.37885
C 1.11828 0.28800 0.41067
F 2.01830 -0.66935 0.86544
F 1.48768 0.89160 -0.77213
H -2.24879 0.65898 -0.64656
H -1.19491 -1.76556 -0.85593
H 1.21413 1.20856 1.33753
*
```

natural (NBO) atomic charge list, values in e, 4 entries: -0.895, 1.047, -0.881, 0.326



The least stable of them is one).